9 unconnected molecules or ions with the total composition C36H45N9 at a distorted geometry, computed with the ωB97M-V functional and the def2-TZVPD basis.

For the electronic energy, the calculation gives -1891.3775 Ha. The frontier orbital gap (spin up / spin down) is 0.06185 / 0.30635 hartree. As for the highest occupied orbital energy (spin up / spin down): 0.8 / -5.8 eV. The energy above the lowest of the compared OMol25 structures with the same formula, charge and spin comes out at 0.000 eV.

Structure (ORCA input):
```
! wB97M-V def2-TZVPD RIJCOSX def2/J DEFGRID3
* xyz -1 2
N -12.04309 8.00041 -22.67370
C -10.73480 8.30513 -22.50805
C -10.03745 7.16768 -22.18684
C -11.02727 6.24872 -21.75601
C -12.29885 6.74859 -22.11504
H -12.75522 8.51872 -23.16799
H -10.29179 9.25917 -22.75290
H -8.95863 7.13972 -22.14485
H -10.80988 5.29972 -21.28852
H -13.31760 6.49726 -21.85936
N -12.72777 11.64342 -18.81358
C -12.93022 12.74217 -17.96344
C -13.74496 12.44521 -16.98328
C -14.19590 11.14466 -17.22701
C -13.53544 10.63932 -18.35232
H -12.08463 11.61804 -19.59192
H -12.48444 13.68928 -18.22928
H -14.13408 13.10014 -16.21774
H -14.92181 10.71293 -16.55391
H -13.50479 9.62674 -18.72667
N -9.07908 10.19396 -17.00486
C -9.99816 11.17281 -16.95720
C -9.38722 12.39327 -16.95277
C -8.05837 12.17299 -17.04966
C -7.84794 10.80638 -17.21406
H -9.29323 9.21228 -17.10758
H -11.04691 10.92510 -16.88528
H -9.83565 13.36734 -16.82435
H -7.31204 12.95059 -16.98103
H -6.94404 10.21784 -17.26882
N -13.75033 14.63687 -21.38867
C -14.41089 15.87053 -21.43626
C -14.10421 16.36162 -22.65657
C -13.37246 15.37997 -23.38553
C -13.32983 14.22919 -22.60430
H -13.69169 14.01272 -20.59677
H -14.91700 16.20347 -20.54216
H -14.36365 17.37557 -22.92301
H -12.83626 15.59094 -24.29898
H -12.83340 13.27727 -22.72175
N -5.44379 10.64447 -20.89708
C -4.96099 9.96275 -22.01098
C -5.83943 8.89851 -22.24410
C -6.66889 8.86175 -21.18715
C -6.53234 9.92084 -20.34453
H -5.00213 11.44581 -20.46941
H -4.13352 10.34154 -22.59254
H -5.77589 8.16379 -23.03312
H -7.37363 8.04557 -21.12725
H -7.19806 10.22093 -19.54882
N -9.34853 17.26968 -24.23725
C -8.12532 17.60334 -24.75929
C -7.80719 16.57231 -25.69825
C -8.93475 15.69066 -25.72598
C -9.81447 16.14780 -24.94100
H -9.76726 17.80930 -23.49323
H -7.66804 18.54134 -24.48100
H -6.97168 16.55700 -26.38243
H -9.00818 14.76519 -26.27780
H -10.77210 15.82522 -24.55985
N -9.26451 18.83355 -21.01831
C -9.63682 17.59598 -20.67384
C -10.77948 17.25795 -21.34597
C -11.20386 18.40555 -22.03055
C -10.28698 19.36836 -21.78386
H -8.48387 19.26225 -20.54195
H -8.98122 16.94920 -20.10969
H -11.23463 16.28113 -21.27481
H -12.13709 18.52188 -22.56155
H -10.22822 20.34855 -22.23350
N -7.77965 10.47298 -24.10884
C -7.91270 9.23077 -24.71548
C -8.28253 9.51284 -26.08494
C -8.08060 10.92516 -26.19334
C -7.86091 11.50942 -24.96825
H -7.42870 10.61637 -23.17269
H -7.84361 8.33343 -24.11849
H -8.45777 8.80840 -26.88460
H -8.13075 11.47430 -27.12196
H -7.72036 12.52712 -24.63518
N -9.46671 12.02512 -19.97812
C -9.43535 11.12229 -20.97931
C -9.76892 11.77014 -22.13500
C -10.04025 13.07056 -21.78843
C -9.93315 13.24187 -20.41739
H -9.14882 11.80438 -19.04521
H -9.09425 10.12749 -20.73353
H -9.96527 11.34431 -23.10789
H -10.32945 13.73603 -22.58837
H -10.17749 14.05151 -19.74570
*
```